Record 1
DFT (ωB97M-V/def2-TZVPD) results for a structure of composition C25H22Br2CrN7OS.

largest force on an atom	0.60	eV/A
energy above the lowest of the compared OMol25 structures with the same formula, charge and spin	0.611	eV
2S+1	5
net charge	+1
Kohn-Sham gap (alpha / beta)	7.022 / 7.062	eV

XYZ file:
```
59
C25H22Br2CrN7OS ωB97M-V/def2-TZVPD
Cr 1.41 -0.23 -0.38
C 4.16 2.25 -4.36
C 4.12 0.95 -3.61
C 5.00 -0.10 -3.87
C 4.89 -1.27 -3.15
C 3.90 -1.38 -2.18
Br 3.79 -3.05 -1.32
N 3.05 -0.39 -1.89
C 3.19 0.74 -2.62
H 4.94 2.24 -5.12
H 4.36 3.08 -3.69
H 3.21 2.44 -4.86
H 5.77 0.00 -4.63
H 5.55 -2.10 -3.32
H 2.52 1.55 -2.37
Br -5.58 -1.34 -1.33
C -4.87 -1.96 0.31
C -5.43 -1.52 1.50
C -4.89 -1.97 2.70
C -3.77 -2.80 2.70
C -3.26 -3.27 1.49
C -3.81 -2.86 0.30
N -3.30 -3.22 3.99
N -2.09 -3.37 4.25
C -1.07 -2.87 3.38
C 0.02 -3.68 3.17
C 1.02 -3.38 2.24
C 0.95 -2.21 1.51
O 1.82 -1.84 0.59
C -0.12 -1.31 1.80
N -0.10 -0.14 1.10
C -0.97 0.80 1.40
C -1.91 0.66 2.43
C -1.97 -0.53 3.11
C -1.10 -1.59 2.77
H -6.28 -0.85 1.50
H -5.32 -1.66 3.64
H -2.43 -3.97 1.49
H -3.43 -3.23 -0.64
H 0.05 -4.62 3.72
H 1.85 -4.06 2.08
H -0.92 1.72 0.83
H -2.56 1.48 2.68
H -2.67 -0.66 3.93
C 0.71 4.86 1.19
C 1.11 4.78 -0.29
C 0.60 3.52 -0.92
N 1.11 2.36 -0.72
N 0.43 1.35 -1.38
C -0.61 1.78 -2.05
N -1.41 0.98 -2.77
S -0.80 3.49 -1.95
H 1.12 5.76 1.64
H 1.09 4.00 1.74
H -0.38 4.90 1.29
H 2.20 4.78 -0.39
H 0.73 5.64 -0.84
H -1.37 -0.02 -2.62
H -2.26 1.34 -3.18
```

Record 2
DFT (ωB97M-V/def2-TZVPD) results for a structure of composition C25H22BrCl2IrN3OP.

largest force on an atom	2.31	eV/A
energy above the lowest of the compared OMol25 structures with the same formula, charge and spin	1.210	eV
2S+1	6
net charge	+1
Kohn-Sham gap (alpha / beta)	5.580 / 6.207	eV

XYZ file:
```
56
C25H22BrCl2IrN3OP ωB97M-V/def2-TZVPD
Ir -0.01 0.10 -0.49
Br 3.53 3.92 5.59
C 3.10 3.13 3.91
C 4.10 3.01 2.95
C 3.77 2.40 1.74
C 2.50 1.93 1.50
O 2.17 1.27 0.29
C 1.46 2.04 2.47
C 0.12 1.60 2.39
N -0.53 0.88 1.47
C -1.79 0.42 1.78
C -2.25 0.20 3.09
C -3.48 -0.36 3.34
C -4.33 -0.74 2.31
C -3.93 -0.54 0.98
C -4.73 -0.91 -0.13
C -4.30 -0.64 -1.40
C -3.04 -0.07 -1.58
N -2.26 0.25 -0.56
C -2.67 0.04 0.71
C 1.83 2.67 3.69
H 5.09 3.37 3.14
H 4.54 2.30 1.00
H -0.47 1.91 3.25
H -1.61 0.43 3.93
H -3.78 -0.53 4.36
H -5.29 -1.18 2.52
H -5.68 -1.39 0.04
H -4.91 -0.86 -2.26
H -2.66 0.13 -2.57
H 1.09 2.76 4.47
C 4.28 1.91 -1.50
P 2.67 1.09 -1.20
C 1.57 1.95 -2.39
C 3.03 -0.68 -1.47
H 4.48 1.85 -2.56
H 5.08 1.39 -0.98
H 4.26 2.95 -1.20
H 1.59 1.42 -3.34
H 1.92 2.97 -2.55
H 0.53 1.97 -2.03
H 2.79 -0.95 -2.50
H 2.43 -1.29 -0.80
H 4.08 -0.87 -1.29
Cl -0.48 -2.47 0.48
C -0.89 -3.09 -1.08
C -1.53 -4.29 -1.23
C -1.86 -4.74 -2.51
C -1.54 -3.97 -3.62
C -0.92 -2.75 -3.47
Cl -0.59 -1.75 -4.83
C -0.55 -2.23 -2.19
N 0.01 -1.08 -2.01
H -1.78 -4.88 -0.36
H -2.35 -5.69 -2.64
H -1.80 -4.31 -4.62
```

Record 3
DFT (ωB97M-V/def2-TZVPD) results for a structure of composition C25H22BrF5N6O7Ta.

largest force on an atom	0.76	eV/A
energy above the lowest of the compared OMol25 structures with the same formula, charge and spin	0.022	eV
net charge	+1
Kohn-Sham gap	6.959	eV

XYZ file:
```
67
C25H22BrF5N6O7Ta ωB97M-V/def2-TZVPD
Ta -0.03 -0.20 -0.01
N 1.00 -0.64 2.01
C 0.34 -1.76 2.72
C -0.20 -2.74 1.70
O -0.47 -3.88 1.97
N -0.34 -2.16 0.45
C -0.82 -3.01 -0.61
C -0.25 -2.44 -1.90
O -0.02 -2.99 -2.92
O 0.01 -1.11 -1.71
H 1.97 -0.88 1.85
H 0.97 0.21 2.59
H -0.49 -1.37 3.31
H 1.02 -2.26 3.40
H -1.91 -2.97 -0.71
H -0.53 -4.05 -0.46
C 1.02 2.95 1.01
O 1.42 1.62 0.55
C 2.79 1.51 0.28
C 3.76 2.44 0.56
C 5.07 2.15 0.17
Br 6.41 3.41 0.56
C 5.40 0.99 -0.50
C 4.42 0.05 -0.79
C 3.14 0.33 -0.36
O 2.08 -0.54 -0.54
C 4.66 -1.22 -1.49
N 5.63 -2.04 -1.24
C 5.37 -3.16 -2.04
C 6.11 -4.33 -2.17
C 5.63 -5.28 -3.04
C 4.44 -5.08 -3.77
C 3.69 -3.93 -3.64
C 4.19 -2.98 -2.76
N 3.69 -1.73 -2.37
H 1.47 3.12 1.98
H -0.06 2.94 1.08
H 1.34 3.68 0.27
H 3.54 3.38 1.05
H 6.42 0.80 -0.80
H 2.32 -1.29 -1.14
H 7.02 -4.47 -1.61
H 6.17 -6.21 -3.18
H 4.10 -5.86 -4.44
H 2.77 -3.78 -4.19
H 3.17 -1.14 -3.00
C -2.61 2.29 4.56
N -2.58 1.58 3.28
C -3.72 1.20 2.65
C -3.73 0.51 1.48
C -2.46 0.23 0.94
O -2.19 -0.40 -0.14
N -1.33 0.64 1.56
C -1.33 1.28 2.76
O -0.30 1.56 3.36
H -3.64 2.36 4.90
H -2.19 3.29 4.44
H -2.02 1.75 5.30
H -4.63 1.49 3.15
H -4.64 0.21 0.99
F -1.26 2.59 -0.77
C -0.80 1.48 -1.47
F -1.85 1.04 -2.21
C 0.19 2.04 -2.51
F -0.37 2.95 -3.29
F 1.25 2.63 -1.91
F 0.67 1.07 -3.28
```

Record 4
DFT (ωB97M-V/def2-TZVPD) results for a structure of composition C25H22Cl3F5IrN4O2S3.

largest force on an atom	1.48	eV/A
energy above the lowest of the compared OMol25 structures with the same formula, charge and spin	1.177	eV
net charge	+1
Kohn-Sham gap	7.483	eV

XYZ file:
```
65
C25H22Cl3F5IrN4O2S3 ωB97M-V/def2-TZVPD
Ir 0.29 0.80 0.26
Cl 0.60 -5.67 3.43
C 0.15 -4.10 2.86
C 1.02 -3.40 2.05
C 0.65 -2.13 1.64
Cl 1.72 -1.19 0.64
C -0.54 -1.51 1.97
O -0.87 -0.31 1.58
C -1.42 -2.29 2.76
Cl -2.96 -1.61 3.13
C -1.07 -3.55 3.20
H 1.97 -3.83 1.74
H -1.77 -4.11 3.81
C -2.97 1.82 1.21
C -2.19 2.69 0.29
N -0.99 2.44 -0.16
C -0.48 3.42 -0.98
C -1.33 4.45 -1.18
S -2.78 4.19 -0.31
C 0.84 3.18 -1.51
C 1.58 3.90 -2.38
S 3.04 3.08 -2.72
C 2.59 1.80 -1.68
N 1.42 2.00 -1.13
C 3.43 0.59 -1.48
H -2.40 0.92 1.43
H -3.93 1.55 0.77
H -3.17 2.34 2.15
H -1.18 5.33 -1.78
H 1.34 4.85 -2.83
H 4.34 0.65 -2.07
H 2.87 -0.30 -1.79
H 3.69 0.48 -0.43
C -2.85 -2.64 -3.08
N -2.07 -1.79 -2.19
C -2.06 -2.17 -0.77
C -1.22 -0.77 -2.51
O -0.50 -0.32 -1.60
N -1.15 -0.21 -3.75
C -0.29 0.96 -3.91
C -1.69 -0.61 -5.04
H -3.32 -3.42 -2.49
H -2.22 -3.13 -3.83
H -3.65 -2.09 -3.57
H -2.80 -2.95 -0.61
H -2.30 -1.31 -0.15
H -1.08 -2.53 -0.47
H 0.08 1.26 -2.95
H -0.87 1.77 -4.36
H 0.55 0.72 -4.57
H -2.34 -1.47 -5.00
H -0.87 -0.84 -5.72
H -2.26 0.22 -5.47
F 3.91 -0.95 6.14
C 3.28 -0.31 5.16
C 3.98 0.11 4.05
F 5.29 -0.15 3.94
C 3.33 0.80 3.05
F 4.02 1.18 1.97
C 1.97 1.10 3.13
S 1.20 2.16 1.96
C 1.28 0.62 4.25
F -0.03 0.84 4.36
C 1.92 -0.08 5.25
F 1.24 -0.53 6.30
```

Record 5
DFT (ωB97M-V/def2-TZVPD) results for the molecule C25H22N4O2.

largest force on an atom	1.16	eV/A
structure (SMILES)	CCCOc1cccc(-c2cc(C(=O)N/N=C/c3cccnc3)c3ccccc3n2)c1
energy above the lowest of the compared OMol25 structures with the same formula, charge and spin	1.461	eV
Kohn-Sham gap	8.058	eV

XYZ file:
```
53
C25H22N4O2 ωB97M-V/def2-TZVPD
C -6.37 -0.05 0.62
C -5.29 -1.08 0.94
C -4.84 -1.82 -0.33
O -3.87 -2.81 -0.07
C -2.58 -2.43 0.15
C -1.70 -3.47 0.48
C -0.37 -3.21 0.71
C 0.13 -1.92 0.63
C -0.74 -0.88 0.31
C -2.08 -1.14 0.06
H -2.71 -0.30 -0.20
C -0.27 0.51 0.18
N -0.96 1.30 -0.60
C -0.57 2.58 -0.77
C -1.34 3.40 -1.62
C -0.98 4.70 -1.84
C 0.16 5.23 -1.22
C 0.93 4.46 -0.39
C 0.58 3.12 -0.14
C 1.32 2.25 0.71
C 0.88 0.96 0.88
H 1.38 0.30 1.56
C 2.52 2.74 1.43
O 2.60 3.78 2.05
N 3.61 1.90 1.37
N 3.63 0.76 0.67
C 4.65 0.01 0.68
C 4.63 -1.24 -0.06
C 3.55 -1.59 -0.88
C 3.58 -2.81 -1.52
C 4.69 -3.63 -1.35
N 5.72 -3.31 -0.59
C 5.69 -2.15 0.04
H 6.55 -1.92 0.66
H 4.76 -4.60 -1.84
H 2.76 -3.12 -2.16
H 2.72 -0.91 -0.99
H 5.55 0.24 1.25
H 4.44 2.20 1.89
H 1.80 4.88 0.09
H 0.43 6.26 -1.40
H -1.58 5.33 -2.49
H -2.21 2.97 -2.09
H 1.18 -1.74 0.80
H 0.30 -4.02 0.95
H -2.10 -4.47 0.55
H -5.69 -2.38 -0.74
H -4.49 -1.11 -1.09
H -5.66 -1.81 1.66
H -4.43 -0.58 1.39
H -6.00 0.69 -0.08
H -6.68 0.46 1.53
H -7.24 -0.54 0.19
```

Record 6
DFT (ωB97M-V/def2-TZVPD) results for a structure of composition C25H22N4O2RuS.

largest force on an atom	2.11	eV/A
net charge	+2
Kohn-Sham gap (alpha / beta)	5.623 / 5.804	eV

XYZ file:
```
55
C25H22N4O2RuS ωB97M-V/def2-TZVPD
Ru -0.12 -0.01 -0.09
C 2.72 -0.44 -0.05
N 1.81 0.60 -0.61
C 1.82 0.58 -2.10
C 0.57 1.23 -2.61
C 0.52 1.97 -3.78
C -0.69 2.49 -4.20
C -1.82 2.27 -3.43
C -1.70 1.54 -2.26
N -0.53 1.02 -1.86
C 2.10 1.95 -0.06
C 0.92 2.59 0.65
C 1.03 3.88 1.15
C -0.03 4.43 1.84
C -1.18 3.67 2.02
C -1.22 2.40 1.50
N -0.19 1.86 0.82
C 2.28 -0.77 1.34
C 3.15 -1.22 2.32
C 2.65 -1.56 3.56
C 1.29 -1.43 3.80
C 0.48 -0.96 2.78
N 0.96 -0.65 1.57
H 3.76 -0.11 -0.08
H 2.61 -1.34 -0.66
H 1.82 -0.47 -2.41
H 2.72 1.07 -2.49
H 1.43 2.12 -4.36
H -0.75 3.06 -5.12
H -2.78 2.67 -3.71
H -2.55 1.35 -1.63
H 2.43 2.61 -0.86
H 2.92 1.87 0.65
H 1.94 4.44 0.99
H 0.03 5.44 2.23
H -2.03 4.06 2.56
H -2.10 1.78 1.61
H 4.21 -1.30 2.10
H 3.31 -1.92 4.34
H 0.85 -1.68 4.75
H -0.59 -0.85 2.92
O 0.85 -3.38 0.23
C -0.03 -2.79 -0.35
O 0.17 -1.73 -1.10
C -1.45 -3.23 -0.29
C -1.78 -4.54 -0.57
C -3.10 -4.96 -0.48
C -4.12 -4.09 -0.10
C -3.82 -2.78 0.19
C -2.49 -2.32 0.08
S -2.23 -0.67 0.38
H -0.99 -5.24 -0.83
H -3.34 -6.00 -0.70
H -5.14 -4.44 -0.03
H -4.60 -2.09 0.49
```

Record 7
DFT (ωB97M-V/def2-TZVPD) results for a structure of composition C25H22NO2PPt.

largest force on an atom	1.00	eV/A
energy above the lowest of the compared OMol25 structures with the same formula, charge and spin	0.133	eV
2S+1	3
Kohn-Sham gap (alpha / beta)	6.949 / 5.820	eV

XYZ file:
```
52
C25H22NO2PPt ωB97M-V/def2-TZVPD
Pt -1.65 0.20 0.54
N -3.42 1.90 0.09
C -4.22 1.69 -1.13
C -4.79 0.28 -1.16
C -3.71 -0.74 -1.61
O -3.75 -1.17 -2.74
O -2.81 -1.01 -0.72
H -4.03 1.86 0.91
H -2.98 2.81 0.09
H -3.56 1.84 -1.99
H -5.03 2.42 -1.21
H -5.61 0.22 -1.87
H -5.15 0.00 -0.17
C 3.09 -4.80 -0.33
C 3.20 -3.72 -1.20
C 2.43 -2.59 -1.02
C 1.53 -2.52 0.05
C 1.41 -3.61 0.91
C 2.19 -4.74 0.73
P 0.44 -1.07 0.35
C 0.39 -0.24 -1.28
C 0.87 1.05 -1.48
C 0.68 1.69 -2.70
C -0.02 1.04 -3.71
C -0.51 -0.25 -3.52
C -0.30 -0.88 -2.31
C 1.46 0.01 1.39
C 2.80 -0.21 1.60
C 3.56 0.64 2.42
C 2.96 1.71 3.03
C 1.58 1.97 2.85
C 0.95 3.07 3.48
C -0.39 3.27 3.33
C -1.15 2.41 2.51
C -0.59 1.34 1.84
C 0.81 1.11 2.02
H 3.69 -5.69 -0.49
H 3.90 -3.77 -2.03
H 2.52 -1.75 -1.69
H 0.70 -3.56 1.73
H 2.10 -5.58 1.40
H 1.41 1.56 -0.69
H 1.07 2.68 -2.86
H -0.20 1.55 -4.65
H -1.07 -0.74 -4.30
H -0.70 -1.88 -2.15
H 3.28 -1.06 1.12
H 4.61 0.44 2.57
H 3.53 2.37 3.67
H 1.55 3.73 4.10
H -0.88 4.10 3.82
H -2.22 2.59 2.45
```

Record 8
DFT (ωB97M-V/def2-TZVPD) results for a structure of composition C25H23ClN2PTb.

largest force on an atom	4.41	eV/A
energy above the lowest of the compared OMol25 structures with the same formula, charge and spin	1.144	eV
2S+1	7
net charge	+2
Kohn-Sham gap (alpha / beta)	7.091 / 7.454	eV

XYZ file:
```
53
C25H23ClN2PTb ωB97M-V/def2-TZVPD
Tb 0.46 0.80 1.02
Cl -0.63 2.32 2.76
P -1.32 -0.88 0.09
C 0.24 -1.69 -0.36
C 0.10 -2.14 -1.68
C 0.98 -3.06 -2.19
C 2.11 -3.41 -1.46
C 2.32 -2.86 -0.20
C 1.39 -2.01 0.42
C -1.90 -1.29 1.75
C -2.73 -0.53 2.61
C -3.27 -1.12 3.75
C -3.02 -2.49 4.00
C -2.20 -3.26 3.14
C -1.68 -2.65 2.01
C -2.41 -0.09 -0.99
C -2.55 1.26 -1.36
C -3.70 1.53 -2.09
C -4.56 0.51 -2.52
C -4.30 -0.82 -2.22
C -3.23 -1.14 -1.42
H -2.99 0.49 2.35
H -3.96 -0.58 4.42
H -3.52 -3.01 4.82
H -2.05 -4.34 3.30
H -1.13 -3.21 1.26
H -0.76 -1.75 -2.22
H 0.75 -3.51 -3.14
H 2.76 -4.17 -1.87
H 3.22 -3.14 0.34
H 1.49 -1.67 1.46
H -1.80 2.00 -1.07
H -3.93 2.56 -2.32
H -5.41 0.73 -3.14
H -4.91 -1.63 -2.59
H -2.99 -2.15 -1.09
H 0.75 -0.13 -2.88
H 0.16 0.31 -3.02
N 2.88 3.13 -1.87
C 1.66 2.79 -1.47
N 1.70 2.36 -0.17
C 3.04 2.31 0.22
C 3.37 2.46 1.58
C 4.58 3.06 1.93
C 5.34 3.64 0.88
C 4.87 3.61 -0.46
C 3.78 2.88 -0.83
H 3.03 3.64 -2.76
H 0.69 2.67 -1.95
H 2.64 2.21 2.35
H 4.93 3.09 2.98
H 6.30 4.16 1.13
H 5.39 4.19 -1.20
```

Among the records above, which one has the highest largest force on an atom? C25H23ClN2PTb

What did the eighth record say?
DFT (ωB97M-V/def2-TZVPD) results for a structure of composition C25H23ClN2PTb.

largest force on an atom	4.41	eV/A
energy above the lowest of the compared OMol25 structures with the same formula, charge and spin	1.144	eV
2S+1	7
net charge	+2
Kohn-Sham gap (alpha / beta)	7.091 / 7.454	eV

XYZ file:
```
53
C25H23ClN2PTb ωB97M-V/def2-TZVPD
Tb 0.46 0.80 1.02
Cl -0.63 2.32 2.76
P -1.32 -0.88 0.09
C 0.24 -1.69 -0.36
C 0.10 -2.14 -1.68
C 0.98 -3.06 -2.19
C 2.11 -3.41 -1.46
C 2.32 -2.86 -0.20
C 1.39 -2.01 0.42
C -1.90 -1.29 1.75
C -2.73 -0.53 2.61
C -3.27 -1.12 3.75
C -3.02 -2.49 4.00
C -2.20 -3.26 3.14
C -1.68 -2.65 2.01
C -2.41 -0.09 -0.99
C -2.55 1.26 -1.36
C -3.70 1.53 -2.09
C -4.56 0.51 -2.52
C -4.30 -0.82 -2.22
C -3.23 -1.14 -1.42
H -2.99 0.49 2.35
H -3.96 -0.58 4.42
H -3.52 -3.01 4.82
H -2.05 -4.34 3.30
H -1.13 -3.21 1.26
H -0.76 -1.75 -2.22
H 0.75 -3.51 -3.14
H 2.76 -4.17 -1.87
H 3.22 -3.14 0.34
H 1.49 -1.67 1.46
H -1.80 2.00 -1.07
H -3.93 2.56 -2.32
H -5.41 0.73 -3.14
H -4.91 -1.63 -2.59
H -2.99 -2.15 -1.09
H 0.75 -0.13 -2.88
H 0.16 0.31 -3.02
N 2.88 3.13 -1.87
C 1.66 2.79 -1.47
N 1.70 2.36 -0.17
C 3.04 2.31 0.22
C 3.37 2.46 1.58
C 4.58 3.06 1.93
C 5.34 3.64 0.88
C 4.87 3.61 -0.46
C 3.78 2.88 -0.83
H 3.03 3.64 -2.76
H 0.69 2.67 -1.95
H 2.64 2.21 2.35
H 4.93 3.09 2.98
H 6.30 4.16 1.13
H 5.39 4.19 -1.20
```